Record 1
C4H6N2 in the gas phase at a distorted geometry, computed with ωB97M-V/def2-TZVPD.

XYZ file:
```
12
Properties=species:S:1:pos:R:3:forces:R:3
C 1.449606 0.640527 0.414785 0.66 -0.10 0.37
C 0.235285 -0.138007 0.119752 0.42 -0.25 0.93
C -0.994463 -0.054890 0.749168 0.36 0.18 -0.80
C -1.874968 -0.304679 -0.323281 0.89 -1.66 -1.55
N -1.172742 -0.940254 -1.439654 -1.81 2.28 2.75
N 0.113332 -0.766273 -1.054897 -0.32 0.43 0.25
H 2.232266 0.397924 -0.300631 0.26 -0.05 0.11
H 1.262686 1.720535 0.324814 -0.10 -0.34 -0.02
H 1.782297 0.449037 1.425615 0.37 0.06 0.27
H -1.094076 0.048885 1.847684 -0.42 0.82 -1.16
H -2.891524 0.156425 -0.330614 0.65 -1.54 -0.50
H 0.952299 -1.209230 -1.432741 -0.96 0.17 -0.65
```
Positions in Å, forces in eV/Å.

Summary:
SMILES string   Cc1ccn[nH]1
E_tot   -265.4557 hartree
Strongest force on any atom   0.07799 Eh/bohr
Kohn-Sham gap   9.41 eV
Energy relative to the best compared isomer or geometry (same formula, charge and spin)   209.74 kJ/mol
Highest occupied orbital energy   -8.465 eV

---

Record 2
C8H8OS2 in the gas phase at a distorted geometry, computed with ωB97M-V/def2-TZVPD.

XYZ file:
```
19
Properties=species:S:1:pos:R:3:forces:R:3
C -1.850572 -0.435060 0.466245 1.97 -0.35 0.82
C -0.584176 0.314156 0.076730 -0.29 -0.73 1.22
C -0.642630 1.560527 -0.453000 -0.55 2.41 -1.63
C 0.548228 2.215616 -0.830443 -0.33 -0.17 0.45
C 1.766360 1.637136 -0.607058 1.10 -1.14 0.84
C 1.864463 0.335357 -0.053712 -1.19 0.64 0.02
C 0.680717 -0.274879 0.330770 -0.62 -1.42 -0.30
C 0.632865 -1.658918 0.966711 0.83 -1.05 0.88
H -2.741842 0.144630 0.398613 -0.64 0.41 -0.40
H -1.804239 -0.858079 1.485477 0.04 0.37 -0.17
H -1.596188 2.145736 -0.673849 1.15 -1.27 0.50
H 0.558272 3.204020 -1.250605 -0.37 0.29 -0.07
H 2.689252 2.197042 -0.717311 -0.13 -0.02 -0.49
H 2.794075 -0.190478 0.113259 0.15 0.25 -0.02
H 1.619008 -2.197833 1.066604 -0.70 0.97 -0.33
H 0.246212 -1.661235 2.010987 0.17 0.47 -0.67
O -1.770384 -1.563135 -1.966412 -0.27 -0.06 1.51
S -2.018526 -1.919233 -0.524513 -0.84 -0.35 -2.48
S -0.390896 -2.995370 0.161507 0.52 0.78 0.31
```
Positions in Å, forces in eV/Å.

Summary:
E_tot   -1181.2282 hartree
Strongest force on any atom   0.05761 Eh/bohr
Kohn-Sham gap   9.61 eV
Energy relative to the best compared isomer or geometry (same formula, charge and spin)   49.35 kJ/mol
Highest occupied orbital energy   -8.992 eV

---

Record 3
7 unconnected molecules or ions with the total composition C7H14Cl14 at a distorted geometry, computed with ωB97M-V/def2-TZVPD.

XYZ file:
```
35
Properties=species:S:1:pos:R:3:forces:R:3
Cl -3.109488 -1.688315 0.165086 -0.55 0.17 -0.68
C -4.000736 -1.284615 -1.352450 0.19 -0.35 0.25
Cl -3.155123 -0.079066 -2.337089 -0.06 -0.02 0.09
H -4.057838 -2.206065 -1.931907 -0.09 0.23 0.13
H -4.984559 -0.882633 -1.110359 0.26 -0.17 0.11
Cl 4.933019 -3.622512 -1.522702 0.32 0.78 0.13
C 3.424523 -3.932927 -0.629712 0.93 -0.74 -0.81
Cl 2.930010 -5.522336 -1.231220 -0.82 -0.28 0.29
H 3.713868 -4.052319 0.414377 -0.54 0.42 -0.13
H 2.695427 -3.180725 -0.930865 0.10 -0.17 0.50
Cl 0.561597 -2.244591 -5.897112 0.42 0.39 -1.16
C -0.458563 -2.028757 -4.513085 0.38 -0.23 0.71
Cl 0.203426 -0.798824 -3.381797 -0.14 -0.34 -0.33
H -1.466356 -1.713045 -4.782877 0.23 -0.27 0.04
H -0.342323 -3.021529 -4.078347 -0.82 0.45 0.65
Cl -0.912065 3.503647 -0.330378 0.52 -0.26 -1.16
C -2.323912 3.943293 0.561800 -0.28 1.21 0.91
Cl -3.431909 5.145234 -0.233772 0.51 -0.87 0.12
H -2.863393 3.054581 0.889302 -0.03 0.30 -0.22
H -1.875978 4.500648 1.384494 -0.70 -0.25 0.22
Cl 2.538954 1.282072 2.379431 1.29 -0.87 -0.71
C 3.961942 0.241012 1.772344 -0.25 0.83 0.33
Cl 5.404269 1.233250 1.308931 -1.01 -0.59 0.36
H 4.218694 -0.415175 2.603961 0.07 0.29 -0.17
H 3.644002 -0.332427 0.901597 -0.12 0.36 0.16
Cl 0.966739 -1.237234 0.022352 -0.60 0.70 0.22
C -0.204586 0.146295 -0.103392 -0.11 -0.43 0.14
Cl -1.006093 0.550557 1.476287 0.78 -0.19 -1.00
H 0.326072 0.993135 -0.538535 -0.01 -0.03 0.60
H -0.983978 -0.165840 -0.798531 0.12 -0.05 0.34
Cl -2.471309 2.800492 3.831705 0.30 -0.26 0.02
C -0.753654 2.679702 4.284248 0.06 0.90 0.22
Cl -0.559549 3.343369 5.978753 0.16 -0.81 -1.16
H -0.378459 1.670206 4.116205 -0.30 -0.02 0.74
H -0.182670 3.321441 3.613259 -0.18 0.15 0.24
```
Positions in Å, forces in eV/Å.

Summary:
SMILES string   ClCCl.ClCCl.ClCCl.ClCCl.ClCCl.ClCCl.ClCCl
E_tot   -6717.7539 hartree
Strongest force on any atom   0.03321 Eh/bohr
Kohn-Sham gap   11.00 eV
Energy relative to the best compared isomer or geometry (same formula, charge and spin)   94.19 kJ/mol
Highest occupied orbital energy   -10.807 eV

---

Record 4
A molecular structure, C9H20ClIN2O2PSSn at a distorted geometry, computed with ωB97M-V/def2-TZVPD.

XYZ file:
```
38
Properties=species:S:1:pos:R:3:forces:R:3
C 0.918262 3.174188 -0.788830 1.25 0.59 0.99
C 0.185786 1.988734 -1.245448 -5.50 1.99 -5.61
H 0.541768 4.059832 -1.328030 -0.21 -0.49 -0.11
H 1.999217 3.069092 -0.982755 -0.31 -0.11 0.22
H 0.775989 3.325200 0.292380 0.13 -0.21 -0.18
O -0.695367 1.871360 -2.064329 4.33 -0.46 4.16
I 0.462781 -2.776824 0.516663 0.29 1.02 -0.24
Sn 0.694333 -0.063873 -0.113640 0.27 -2.68 2.31
P 2.210827 -0.437048 -2.165563 1.59 -0.66 -2.21
C 1.514231 -1.291602 -3.613036 -1.00 0.09 0.38
C 3.042021 0.994673 -2.900588 -0.37 0.75 0.57
H 3.930539 -1.218988 -0.668572 0.16 -0.14 -0.15
H 4.388202 -1.371917 -2.393267 -0.22 0.10 0.07
H 3.272223 -2.561054 -1.651888 -0.04 0.22 0.05
C 3.577988 -1.509154 -1.664546 -0.14 -0.13 0.99
H 3.582298 1.556425 -2.125837 0.01 -0.10 -0.28
H 3.763737 0.598597 -3.631536 -0.23 0.04 0.21
H 2.337012 -1.472267 -4.323855 -0.06 0.14 0.34
H 0.752740 -0.664929 -4.098520 0.20 -0.24 0.00
H 2.330051 1.654435 -3.416542 0.23 -0.16 0.06
H 1.073582 -2.252842 -3.314778 0.12 0.20 -0.15
C -1.065888 -0.927265 -1.982882 -2.66 -0.33 -1.64
O -2.037550 -1.136803 -2.536191 2.25 0.29 1.25
Cl 2.338013 0.780071 1.381941 -0.80 -0.14 -0.74
C -3.027824 -2.047115 3.546579 -0.11 -0.10 0.35
N -2.559880 -1.428628 2.312424 0.75 1.18 -0.78
C -2.171118 -0.161851 2.217527 0.13 -1.38 2.25
S -1.722220 0.528700 0.662223 0.71 0.51 -0.63
N -2.190081 0.623127 3.344358 0.13 0.57 -2.11
C -3.470785 0.988028 3.983254 -0.59 0.06 0.71
H -2.813295 -1.363418 4.365533 0.08 -0.31 0.04
H -2.518128 -3.000901 3.698024 -0.05 0.12 -0.11
H -4.108751 -2.216300 3.497774 0.17 0.00 -0.05
H -2.337389 -2.029134 1.519120 -0.50 0.18 0.04
H -1.608813 1.455630 3.212890 -0.25 -0.34 0.13
H -3.317292 1.103126 5.057819 0.02 -0.05 -0.11
H -3.819815 1.945504 3.580235 0.02 -0.27 0.02
H -4.227403 0.215190 3.821892 0.19 0.27 -0.04
```
Positions in Å, forces in eV/Å.

Summary:
E_tot   -2325.5468 hartree
Strongest force on any atom   0.15763 Eh/bohr
Kohn-Sham gap (spin up / spin down)   4.60 / 4.39 eV
Highest occupied orbital energy (spin up / spin down)   -19.242 / -19.201 eV
Total charge   +3

---

Record 5
C4H4FN3 in the gas phase, computed with ωB97M-V/def2-TZVPD.

XYZ file:
```
12
Properties=species:S:1:pos:R:3:forces:R:3
C 2.365529 -0.091102 -0.005056 0.37 0.29 0.09
C 1.228894 0.590651 0.004490 -0.14 -0.13 -0.06
C -0.099725 -0.018993 -0.001463 0.16 -0.42 0.03
N -0.319663 -1.382382 -0.001131 -0.62 0.57 0.02
N -1.596534 -1.612073 0.001071 0.47 -0.44 -0.02
N -2.228057 -0.438810 0.000466 -0.66 0.70 -0.01
C -1.332098 0.567896 -0.001409 0.22 -0.43 0.00
F -1.704171 1.830058 -0.001272 -0.12 0.18 0.00
H 2.356048 -1.167643 0.004175 0.07 -0.20 -0.04
H 3.333422 0.422934 -0.001307 -0.47 -0.24 -0.01
H 1.245139 1.665791 0.007745 -0.01 0.33 0.00
H -3.248788 -0.366332 -0.006307 0.74 -0.21 0.01
```
Positions in Å, forces in eV/Å.

Summary:
SMILES string   C=Cc1nn[nH]c1F
E_tot   -418.8952 hartree
Strongest force on any atom   0.01870 Eh/bohr
Kohn-Sham gap   9.75 eV
Energy relative to the best compared isomer or geometry (same formula, charge and spin)   158.34 kJ/mol
Highest occupied orbital energy   -9.014 eV

---

Record 6
2 unconnected molecules or ions with the total composition C6H18NO at a distorted geometry, computed with ωB97M-V/def2-TZVPD.

XYZ file:
```
26
Properties=species:S:1:pos:R:3:forces:R:3
C -1.675875 -0.679553 -1.507746 0.42 0.56 -0.74
C -1.396065 0.177359 -0.296718 0.18 0.01 -0.29
C -0.043755 0.891174 -0.280319 0.12 -0.53 0.47
C 0.128403 1.696607 1.000105 0.02 0.27 -0.30
C 1.181280 -0.066646 -0.450673 -0.72 1.31 -1.59
C 2.129385 0.446076 -1.556584 -0.13 -0.52 0.19
N -1.516726 -0.713954 0.920743 -0.80 -0.06 0.39
H -2.672939 -1.093347 -1.495256 -0.20 -0.54 0.26
H -0.888226 -1.410621 -1.682322 -0.31 -0.33 0.10
H -1.692431 -0.061987 -2.405427 0.18 0.24 0.04
H -2.180494 0.932343 -0.236385 -0.06 -0.07 0.34
H -0.109703 1.575843 -1.110388 0.18 0.26 -0.46
H -0.580784 2.516673 1.109342 -0.37 -0.24 0.11
H 1.085118 2.207992 0.948502 0.30 -0.19 0.29
H 0.095575 1.014174 1.856274 0.15 0.43 0.17
H 0.810830 -1.039798 -0.762012 0.37 -0.35 0.46
H 1.744522 -0.048803 0.460846 0.17 -0.58 0.56
H 2.631108 1.350486 -1.241776 0.06 0.35 0.06
H 1.593149 0.654717 -2.487098 0.10 -0.13 0.10
H 2.910112 -0.298255 -1.739683 -0.12 0.12 -0.13
H -2.146521 -1.491231 0.720940 -0.04 0.00 -0.03
H -1.923220 -0.217048 1.712566 0.03 0.10 0.03
H -0.640451 -1.124453 1.283253 0.46 -0.02 -0.11
H 1.019426 -2.504482 2.547545 -0.32 -0.09 0.04
H 1.473732 -1.091361 2.317522 -0.27 0.08 0.03
O 0.664549 -1.621905 2.374746 0.59 -0.08 0.02
```
Positions in Å, forces in eV/Å.

Summary:
E_tot   -369.1751 hartree
Strongest force on any atom   0.04236 Eh/bohr
Kohn-Sham gap   11.86 eV
Energy relative to the best compared isomer or geometry (same formula, charge and spin)   6.16 kJ/mol
Highest occupied orbital energy   -14.880 eV
Total charge   +1